The following is a DFT calculation (ωB97M-V with the def2-TZVPD basis set) of the molecule C26H38N4O3.

Computed properties:
Relative energy (zero: lowest compared OMol25 entry of this formula, charge and spin) = 1.154 eV
SMILES = Cc1cc2cc(CN(CCCN3CCOCC3)C(=O)NC3CCCCC3)c(=O)[nH]c2cc1C
E_LUMO = -0.014 eV
Total charge = 0
E_tot = -1458.3616 a.u.

Atoms and positions in Å:
O1 3.428 0.679 1.491
O2 0.910 -2.174 -1.129
O3 -3.414 3.255 -0.852
N1 -1.319 -1.964 -1.255
N2 1.576 -0.593 1.768
N3 3.204 -1.225 0.246
N4 -0.847 2.480 0.045
C1 -6.137 -1.322 -1.906
C2 -0.303 -1.932 0.911
C3 5.596 0.368 -2.264
C4 0.950 -1.898 1.752
C5 5.651 -0.956 0.356
C6 -2.719 -1.762 0.663
C7 6.911 -0.820 -0.493
C8 -0.133 1.192 2.108
C9 -5.109 -1.451 0.390
C10 -6.465 -1.250 0.991
C11 -2.575 -1.804 -0.734
C12 4.334 0.229 -1.420
C13 6.830 0.427 -1.369
C14 2.794 -0.310 1.166
C15 1.046 0.397 2.680
C16 -3.695 -1.671 -1.552
C17 -2.544 4.179 -0.235
C18 4.414 -1.023 -0.540
C19 -2.679 2.257 -1.520
C20 -1.611 3.485 0.759
C21 -4.951 -1.489 -1.010
C22 -0.152 -2.027 -0.535
C23 -1.746 1.519 -0.559
C24 -1.539 -1.846 1.458
C25 0.246 1.897 0.798
C26 -4.002 -1.592 1.197
H1 0.687 -2.167 2.784
H2 5.554 -0.096 1.018
H3 -3.412 1.571 -1.949
H4 -0.976 0.524 1.928
H5 -2.223 3.046 1.567
H6 4.222 1.098 -0.770
H7 -6.884 -2.089 -1.701
H8 -0.923 4.214 1.190
H9 -3.181 4.907 0.269
H10 3.452 0.163 -2.062
H11 -2.081 2.711 -2.324
H12 7.787 -0.764 0.156
H13 -3.568 -1.701 -2.625
H14 -1.939 4.686 -1.001
H15 -5.847 -1.391 -2.951
H16 1.867 1.085 2.900
H17 -1.651 -1.813 2.534
H18 -1.157 0.785 -1.111
H19 4.495 -1.906 -1.186
H20 5.534 1.271 -2.874
H21 -7.147 -2.039 0.676
H22 -6.887 -0.299 0.670
H23 7.732 0.513 -1.981
H24 5.678 -0.488 -2.939
H25 5.702 -1.858 0.970
H26 2.465 -1.702 -0.264
H27 0.964 2.693 1.011
H28 -0.436 1.930 2.854
H29 -6.605 -0.353 -1.738
H30 -4.111 -1.558 2.272
H31 1.667 -2.631 1.377
H32 6.769 1.310 -0.730
H33 0.739 -0.094 3.611
H34 0.738 1.178 0.137
H35 -2.368 0.992 0.187
H36 -1.217 -2.027 -2.261
H37 -6.409 -1.255 2.077
H38 7.021 -1.703 -1.129


The following is a DFT calculation (ωB97M-V with the def2-TZVPD basis set) of the molecule C26H38N4O4.

Computed properties:
Relative energy (zero: lowest compared OMol25 entry of this formula, charge and spin) = 2.482 eV
SMILES = CCOC(=O)c1c(C)n(C)c2ccc(OC)c(NC(=O)CN3CCN(C4CCCCC4)CC3)c12
E_LUMO = 0.634 eV
Total charge = 0
E_tot = -1533.5640 a.u.

Atoms and positions in Å:
O1 -3.545 -2.942 -0.423
O2 -1.342 3.539 -0.492
O3 -1.678 -1.716 -0.391
O4 -1.521 2.296 -2.868
N1 -5.394 0.351 1.345
N2 3.607 0.032 -0.440
N3 1.088 0.228 -1.770
N4 -1.401 0.910 -1.059
C1 -5.697 -2.092 1.325
C2 -2.418 1.469 -0.288
C3 4.615 -0.341 0.558
C4 4.968 0.773 1.545
C5 2.065 -0.765 -2.157
C6 1.773 1.400 -1.259
C7 2.620 1.022 -0.048
C8 -3.723 -0.725 0.301
C9 7.315 -0.106 1.768
C10 -4.501 1.322 0.948
C11 -4.556 2.697 1.105
C12 5.894 -0.745 -0.191
C13 2.903 -1.136 -0.940
C14 -3.432 0.688 0.276
C15 -2.439 2.854 -0.062
C16 6.053 0.309 2.515
C17 -2.877 -1.794 -0.198
C18 -4.934 -0.869 0.966
C19 -1.404 4.940 -0.567
C20 -3.663 -5.252 -1.017
C21 -1.008 1.375 -2.270
C22 -6.604 0.584 2.080
C23 -3.510 3.449 0.609
C24 0.160 0.565 -2.827
C25 6.984 -1.209 0.770
C26 -2.763 -4.036 -0.897
H1 -3.093 -6.091 -1.405
H2 7.722 0.756 1.235
H3 3.123 1.922 0.305
H4 -5.109 -2.976 1.110
H5 -4.488 -5.039 -1.691
H6 1.029 2.143 -0.966
H7 -1.064 -0.012 -0.783
H8 -5.378 3.184 1.605
H9 1.541 -1.653 -2.520
H10 2.430 1.841 -2.030
H11 0.623 1.139 -3.648
H12 -6.618 -2.148 0.744
H13 8.072 -0.453 2.475
H14 -0.245 -0.362 -3.245
H15 2.232 -1.556 -0.168
H16 4.087 1.061 2.121
H17 5.675 -1.539 -0.905
H18 -4.068 -5.519 -0.044
H19 6.282 1.116 3.215
H20 5.681 -0.540 3.094
H21 -6.869 1.636 2.012
H22 -1.938 -4.215 -0.197
H23 7.877 -1.487 0.207
H24 -7.420 -0.009 1.665
H25 -2.329 -3.767 -1.867
H26 2.733 -0.395 -2.956
H27 -5.961 -2.080 2.382
H28 -2.266 5.271 -1.153
H29 5.324 1.645 0.994
H30 1.951 0.645 0.747
H31 6.639 -2.094 1.309
H32 -6.482 0.322 3.136
H33 -3.527 4.517 0.752
H34 4.257 -1.206 1.148
H35 6.241 0.120 -0.757
H36 3.626 -1.902 -1.224
H37 -1.435 5.399 0.428
H38 -0.490 5.246 -1.074


The following is a DFT calculation (ωB97M-V with the def2-TZVPD basis set) of a structure of composition C26H38N5PtSSb.

Computed properties:
Relative energy (zero: lowest compared OMol25 entry of this formula, charge and spin) = 0.000 eV
E_LUMO = -5.276 eV
Total charge = +2
E_tot = -2044.6233 a.u.

Atoms and positions in Å:
Pt1 0.082 0.224 0.517
Sb1 1.058 -3.043 -0.393
S1 1.872 1.647 0.107
N1 1.214 -0.856 1.844
N2 1.337 -0.488 -2.141
N3 -1.178 1.100 -0.878
N4 -2.017 3.284 -0.520
N5 -1.354 -1.250 0.524
C1 2.912 -2.306 3.480
C2 -4.289 4.341 -0.780
C3 -1.858 2.168 -1.235
C4 1.483 -0.416 3.090
C5 -0.996 -2.437 -0.026
C6 -1.943 -3.415 -0.267
C7 1.648 -1.788 -2.052
C8 3.379 0.699 0.350
C9 0.838 0.829 3.623
C10 -1.385 3.510 0.778
C11 1.248 1.602 -3.413
C12 2.308 -2.482 -3.052
C13 1.720 -2.038 1.416
C14 -3.276 -3.181 0.045
C15 2.328 -0.466 -4.316
C16 2.201 2.986 1.268
C17 -2.500 2.130 -2.600
C18 -2.633 -1.028 0.888
C19 1.652 0.163 -3.266
C20 -3.611 -1.986 0.641
C21 2.572 -2.774 2.218
C22 -2.791 4.429 -1.041
C23 -2.352 3.760 1.926
C24 -2.996 0.238 1.594
C25 2.667 -1.796 -4.209
C26 2.343 -1.131 3.918
H1 2.544 -0.749 4.910
H2 -1.232 0.421 -1.625
H3 3.024 3.561 0.849
H4 2.538 -3.534 -2.941
H5 2.960 -3.719 1.861
H6 -2.025 2.860 -3.256
H7 -4.730 3.451 -1.230
H8 3.189 -2.303 -5.010
H9 -4.030 -3.931 -0.154
H10 -0.751 2.655 0.993
H11 0.802 1.980 -2.500
H12 -4.514 4.324 0.284
H13 3.588 -2.864 4.115
H14 0.174 1.290 2.896
H15 -0.742 4.389 0.670
H16 -4.784 5.209 -1.215
H17 3.540 0.451 1.397
H18 -2.383 1.146 -3.047
H19 -3.072 2.953 2.037
H20 4.205 1.298 -0.027
H21 2.573 0.099 -5.206
H22 -2.594 4.544 -2.104
H23 1.594 1.550 3.934
H24 -1.791 3.854 2.857
H25 3.290 -0.205 -0.248
H26 -2.382 5.316 -0.559
H27 -1.639 -4.363 -0.692
H28 2.468 2.617 2.254
H29 -2.104 0.769 1.918
H30 2.107 2.223 -3.672
H31 -3.611 0.007 2.464
H32 -3.561 2.363 -2.558
H33 0.528 1.700 -4.229
H34 1.324 3.620 1.332
H35 -2.902 4.690 1.791
H36 0.262 0.577 4.515
H37 -4.629 -1.776 0.940
H38 -3.576 0.893 0.942


The following is a DFT calculation (ωB97M-V with the def2-TZVPD basis set) of a cluster of 3 separate species, C26H38O3 in total in a non-equilibrium geometry.

Computed properties:
Relative energy (zero: lowest compared OMol25 entry of this formula, charge and spin) = 6.224 eV
SMILES = O=C1C=CC(=O)C(CC(=O)c2ccccc2)=C1.CCCCCC.CCCCCC
E_LUMO = -1.360 eV
Total charge = 0
E_tot = -1238.9613 a.u.

Atoms and positions in Å:
O1 2.372 -0.139 0.661
O2 -4.084 1.788 -0.927
O3 0.664 1.644 -2.626
C1 -1.637 1.302 -3.625
C2 -0.472 1.098 -2.524
C3 -6.059 -1.594 -0.824
C4 0.202 3.163 3.198
C5 8.100 1.909 0.503
C6 5.464 3.585 0.801
C7 -1.796 1.405 3.182
C8 1.127 0.030 0.577
C9 -5.098 -2.586 -0.193
C10 0.269 -0.772 -0.552
C11 -0.954 0.585 2.181
C12 5.457 3.928 2.285
C13 -4.386 -3.475 -1.214
C14 -1.211 2.748 3.692
C15 -5.298 -4.383 -2.043
C16 5.519 2.082 0.526
C17 -2.204 0.204 -0.863
C18 -5.377 -6.341 -0.410
C19 0.451 1.001 1.636
C20 1.052 2.318 2.180
C21 6.773 1.366 1.037
C22 -6.176 -5.342 -1.235
C23 -3.001 1.368 -3.188
C24 -0.830 0.147 -1.268
C25 -3.221 1.193 -1.613
C26 8.240 1.782 -1.008
H1 4.552 3.987 0.347
H2 5.420 1.919 -0.552
H3 5.376 5.011 2.421
H4 -1.849 3.371 4.406
H5 -3.643 -4.085 -0.689
H6 -1.412 -0.396 1.792
H7 1.028 -1.231 -1.275
H8 -6.505 -0.960 -0.053
H9 -5.944 -3.769 -2.679
H10 8.148 0.739 -1.323
H11 -2.593 -0.442 0.005
H12 -4.672 -4.967 -2.727
H13 -6.853 -4.783 -0.582
H14 4.643 1.606 0.982
H15 6.374 3.601 2.780
H16 -6.873 -2.095 -1.352
H17 4.606 3.461 2.789
H18 9.221 2.145 -1.326
H19 -4.766 -5.844 0.347
H20 -3.818 -2.838 -1.903
H21 -5.631 -3.200 0.541
H22 6.301 4.095 0.311
H23 -1.427 1.428 -4.735
H24 2.092 2.626 1.823
H25 -6.053 -7.025 0.110
H26 -0.275 -1.604 0.031
H27 8.232 2.955 0.798
H28 8.916 1.351 0.975
H29 -4.719 -6.938 -1.047
H30 -4.342 -2.025 0.368
H31 7.484 2.370 -1.534
H32 6.693 0.305 0.776
H33 0.664 4.136 3.562
H34 -3.886 1.524 -3.884
H35 -6.811 -5.898 -1.933
H36 -5.533 -0.947 -1.531
H37 6.794 1.404 2.131
H38 -2.828 0.999 3.485


The following is a DFT calculation (ωB97M-V with the def2-TZVPD basis set) of a structure of composition C26H39B2Cl5F4N5O5PRu.

Computed properties:
E_LUMO (alpha / beta) = -3.770 / -6.064 eV
Total charge = +1
2S+1 = 6
E_tot = -4850.3361 a.u.

Atoms and positions in Å:
Ru1 0.209 -0.697 0.741
Cl1 -5.448 -4.438 -0.987
Cl2 -4.121 -4.234 -3.779
Cl3 -4.426 -2.535 1.320
Cl4 -1.854 -2.194 -4.351
Cl5 -0.931 -0.256 -2.012
P1 0.610 3.074 -3.416
F1 0.585 -1.947 3.604
F2 -1.528 -2.527 4.431
F3 3.312 -0.557 0.867
F4 4.117 0.439 -1.094
O1 -2.218 -0.872 0.477
O2 -1.031 -2.917 2.214
O3 2.355 -1.050 -1.215
O4 -1.267 -0.560 3.254
O5 2.215 1.266 -0.109
N1 0.228 2.185 -2.125
N2 -0.460 0.129 2.447
N3 -0.194 -2.633 1.217
N4 1.212 1.040 0.744
N5 1.456 -1.713 -0.483
C1 -0.458 1.435 -5.386
C2 2.364 5.257 -3.992
C3 1.560 2.674 -6.136
C4 -4.192 -3.312 -1.255
C5 2.145 -3.883 -1.383
C6 3.397 3.150 -3.166
C7 0.929 1.859 1.698
C8 0.899 1.998 -4.932
C9 1.746 0.778 -4.491
C10 -0.912 4.869 -5.060
C11 -2.666 -1.566 -0.451
C12 -3.587 -3.228 -2.530
C13 -3.763 -2.493 -0.234
C14 0.113 -4.994 0.629
C15 2.165 4.060 -3.055
C16 1.334 -2.994 -0.519
C17 -0.074 1.334 2.690
C18 -0.859 4.201 -3.684
C19 -2.092 -1.493 -1.779
C20 2.127 4.561 -1.603
C21 0.349 -3.538 0.479
C22 1.607 3.161 1.905
C23 -0.855 5.301 -2.610
C24 -0.502 2.123 3.869
C25 -2.538 -2.302 -2.785
C26 -2.144 3.388 -3.444
B1 3.060 0.025 -0.366
B2 -0.787 -2.003 3.438
H1 1.610 1.955 -6.956
H2 -2.983 4.085 -3.413
H3 2.380 4.978 -5.044
H4 2.801 0.907 -4.720
H5 -0.543 -5.185 1.474
H6 0.873 3.967 1.937
H7 -0.743 4.879 -1.612
H8 -2.099 2.867 -2.487
H9 -1.816 5.815 -2.656
H10 1.646 0.564 -3.426
H11 3.601 2.840 -4.187
H12 -0.337 -5.396 -0.281
H13 -1.055 1.492 4.558
H14 0.361 2.556 4.372
H15 1.883 3.746 -0.925
H16 -1.751 5.569 -5.071
H17 1.061 -5.513 0.778
H18 3.320 2.267 -2.534
H19 -0.081 6.048 -2.772
H20 2.780 -4.519 -0.764
H21 4.261 3.721 -2.823
H22 -1.078 4.159 -5.868
H23 -0.269 0.690 -6.161
H24 -2.350 2.663 -4.227
H25 2.127 3.150 2.864
H26 3.120 4.940 -1.355
H27 1.419 5.373 -1.454
H28 2.770 -3.294 -2.047
H29 -0.981 0.940 -4.568
H30 3.330 5.712 -3.762
H31 1.497 -4.539 -1.966
H32 2.320 3.345 1.107
H33 1.607 6.026 -3.853
H34 1.404 -0.108 -5.031
H35 2.580 2.990 -5.926
H36 -1.111 2.190 -5.819
H37 -1.141 2.947 3.543
H38 0.999 3.536 -6.495
H39 -0.011 5.439 -5.283


The following is a DFT calculation (ωB97M-V with the def2-TZVPD basis set) of a structure of composition C26H39N2O2SScSi3.

Computed properties:
E_LUMO (alpha / beta) = 2.653 / 2.644 eV
Total charge = -1
2S+1 = 2
E_tot = -3301.6193 a.u.

Atoms and positions in Å:
Sc1 -0.447 -0.304 0.102
S1 -1.641 -2.514 -0.067
Si1 1.628 0.243 2.251
Si2 2.986 1.162 -0.272
Si3 2.518 -1.883 0.249
O1 -1.222 1.658 -0.041
O2 0.029 -0.309 2.366
N1 -2.502 1.271 -0.060
N2 -0.690 -0.279 -2.094
C1 -4.670 1.330 -1.019
C2 2.065 2.778 -0.580
C3 -2.934 -1.226 -0.351
C4 -1.182 0.929 -4.545
C5 -2.671 -0.040 0.668
C6 -3.698 0.168 1.734
C7 -2.014 -0.144 -2.515
C8 4.375 -2.096 0.510
C9 -3.051 -0.598 -1.745
C10 -5.278 -0.803 -0.781
C11 -0.756 -0.425 3.533
C12 2.148 -2.535 -1.473
C13 4.505 1.584 0.787
C14 -4.327 -1.745 -0.170
C15 0.304 0.027 -2.939
C16 2.637 -0.630 3.567
C17 1.532 2.046 2.745
C18 1.673 -3.127 1.404
C19 -3.389 1.965 -0.677
C20 3.783 0.714 -1.925
C21 -4.433 -0.055 -1.847
C22 -4.964 0.480 1.452
C23 -2.224 0.596 -3.746
C24 1.934 -0.143 0.514
C25 0.146 0.594 -4.175
C26 -5.482 0.528 0.048
H1 4.285 1.716 1.848
H2 2.186 3.480 0.248
H3 0.994 2.628 -0.736
H4 4.968 2.509 0.428
H5 2.385 -3.537 2.126
H6 -1.369 1.458 -5.474
H7 -3.416 0.100 2.782
H8 1.287 -3.958 0.809
H9 4.642 -3.152 0.409
H10 1.296 -0.179 -2.558
H11 -5.294 2.043 -1.557
H12 -1.644 -1.001 3.281
H13 2.492 -3.574 -1.515
H14 0.745 2.556 2.185
H15 3.112 0.875 -2.769
H16 1.289 2.103 3.811
H17 -0.200 -0.953 4.314
H18 0.822 -2.723 1.952
H19 -6.217 -1.250 -1.113
H20 1.002 0.828 -4.791
H21 -4.572 -2.482 0.581
H22 2.463 2.591 2.590
H23 -3.044 2.889 -1.123
H24 -3.236 0.841 -4.042
H25 4.642 1.380 -2.060
H26 2.636 -1.989 -2.280
H27 -6.524 0.848 0.043
H28 4.156 -0.309 -1.971
H29 2.461 3.260 -1.480
H30 4.955 -1.536 -0.228
H31 4.685 -1.762 1.503
H32 -5.661 0.669 2.265
H33 3.699 -0.437 3.396
H34 -1.055 0.560 3.903
H35 1.071 -2.543 -1.670
H36 2.391 -0.252 4.564
H37 5.250 0.788 0.709
H38 2.490 -1.709 3.560
H39 -4.859 0.006 -2.848


Q: The lowest total charge belongs to which entry?
A: C26H39N2O2SScSi3


Q: Which of these has the highest total charge?
A: C26H38N5PtSSb


Q: Which of these has the highest E_tot?
A: C26H38O3


Q: What is the formula in the third record?
A: C26H38N5PtSSb